Record 1
The following is a DFT calculation (ωB97M-V/def2-TZVPD) of a 2-piece molecular cluster, C27H27F6N4 overall.

## Properties
Orbital gap   4.937 eV
Relative energy (zero: lowest compared OMol25 entry of this formula, charge and spin)   45.6 kJ/mol
DFT total energy   -50696.676 eV
Highest occupied orbital energy   -9.4850 eV
Net charge   +1
LUMO energy   -4.5480 eV

Each line ends with the Mulliken charge.
Element x y z (Å)
H1 5.85 -1.34 -1.58  0.328
H2 4.52 -0.18 -1.30  0.381
N1 5.41 0.99 7.40  -0.471
C1 3.34 -0.05 6.76  -0.520
H3 5.73 -2.77 1.53  0.286
C2 -6.07 -1.15 2.73  -0.984
F1 -5.01 -0.16 0.88  -0.259
H4 -0.54 -2.77 2.15  0.674
H5 -2.90 -3.49 1.99  0.525
N2 4.63 -1.79 0.03  0.235
C3 3.30 -2.46 6.54  -0.152
C4 -2.64 -2.56 2.51  -0.390
C5 1.44 -0.88 2.61  0.031
C6 2.62 -1.21 6.47  0.781
H6 -5.28 -3.79 1.56  0.371
H7 6.38 0.95 7.68  0.182
N3 2.41 -3.44 6.15  0.027
C7 4.80 -1.25 -1.29  -1.050
C8 1.23 -1.10 1.20  -0.745
F2 -7.19 0.19 1.07  -0.253
C9 2.79 -0.84 3.05  -0.537
H8 0.35 -3.47 5.52  0.466
H9 0.60 0.19 4.26  0.707
C10 2.30 -1.24 0.34  -0.656
H10 5.13 -3.55 6.90  0.398
H11 -5.88 -0.27 3.35  0.266
H12 0.22 -1.11 0.80  0.598
C11 -0.96 -0.99 3.34  0.719
C12 -3.34 -0.55 3.70  -0.671
H13 4.85 -1.29 2.62  0.472
C13 5.58 -2.81 0.45  -0.968
H14 2.99 -0.55 4.08  0.534
H15 4.97 1.90 7.42  0.181
H16 2.85 0.93 6.71  0.282
C14 1.29 -1.49 5.99  -0.772
C15 5.02 -4.15 0.09  0.965
C16 3.83 -1.20 2.24  -0.817
C17 1.19 -2.87 5.83  -0.974
C18 -2.02 -0.21 3.88  -0.897
C19 -6.20 -0.72 1.30  1.033
H17 -4.71 -4.14 3.21  0.456
H18 2.63 -4.43 6.12  0.208
H19 -6.39 -3.62 2.95  0.324
H20 -4.14 0.07 4.12  0.259
F3 4.78 -4.22 -1.26  -0.272
C20 4.71 -0.14 7.11  0.957
C21 3.61 -1.40 0.85  0.662
H21 6.51 -2.67 -0.12  0.385
H22 2.15 -1.33 -0.74  0.425
H23 -7.00 -1.67 3.01  0.348
H24 4.17 -1.77 -2.04  0.342
H25 0.47 -0.78 6.01  0.919
H26 -1.77 0.70 4.43  0.445
F4 -6.42 -1.80 0.49  -0.263
H27 6.43 -1.44 7.39  0.340
C22 0.40 -0.62 3.55  -0.596
C23 -5.36 -3.49 2.62  -1.215
C24 5.36 -1.40 7.14  -0.677
C25 -1.32 -2.17 2.61  -1.052
N4 -4.98 -2.11 2.83  0.142
F5 3.79 -4.31 0.70  -0.254
F6 5.79 -5.21 0.44  -0.258
C26 -3.68 -1.75 3.02  1.066
C27 4.65 -2.57 6.87  -1.017

=====

Record 2
The following is a DFT calculation (ωB97M-V/def2-TZVPD) of C13H16F6N3O8S6W as an isolated structure.

## Properties
Orbital gap (alpha / beta)   6.284 / 6.421 eV
Relative energy (zero: lowest compared OMol25 entry of this formula, charge and spin)   9.1 kJ/mol
DFT total energy   -117703.782 eV
Highest occupied orbital energy (alpha / beta)   -17.4557 / -18.0071 eV
Net charge   +3
LUMO energy (alpha / beta)   -11.1720 / -11.5863 eV

Each line ends with the Mulliken charge.
Element x y z (Å)
H1 -2.70 -3.10 0.72  0.677
C1 -0.70 2.98 1.30  0.505
O1 1.50 0.74 1.19  -0.577
F1 2.81 -2.63 1.83  -0.155
H2 1.58 -3.70 -0.83  0.289
H3 -4.92 -0.71 -1.99  0.352
C2 -2.30 0.30 -3.94  -0.930
C3 -1.84 -2.49 1.00  -1.287
H4 -4.91 0.64 -3.12  0.374
H5 -3.75 -0.06 0.03  0.438
H6 -1.22 -5.06 1.87  0.394
S1 0.34 1.93 -0.95  -0.113
H7 -3.68 -1.74 -0.54  0.694
W1 -0.17 -0.01 0.36  1.835
F2 0.00 -0.15 5.33  -0.204
C4 -4.46 -0.32 -2.89  -0.955
F3 1.20 -1.00 6.93  -0.159
H8 -2.33 -0.50 -4.68  0.365
H9 0.92 -5.33 -1.07  0.454
S2 0.95 4.67 0.01  0.043
H10 -4.64 -1.01 -3.71  0.370
S3 -1.52 1.50 1.53  -0.366
H11 -2.82 1.17 -4.35  0.342
C5 -3.10 -0.84 -0.37  -1.148
C6 1.15 -0.08 6.01  0.785
O2 -1.11 -0.25 -1.51  -0.836
O3 -2.08 -1.10 0.64  -0.494
O4 2.23 -1.68 4.15  -0.587
O5 0.18 -1.93 -0.12  -0.990
C7 -2.38 -0.37 -1.62  1.234
H12 -1.97 -5.30 0.25  0.341
N1 -3.01 -0.14 -2.73  0.099
H13 1.75 -4.93 0.44  0.398
F4 1.29 1.12 6.51  -0.177
S4 1.72 -0.25 2.38  1.295
H14 -1.27 0.56 -3.72  0.293
S5 -0.96 4.30 2.35  0.049
O6 3.77 -0.11 5.38  -0.517
S6 2.52 -0.40 4.79  0.932
C8 -1.03 -5.22 0.81  -0.947
N2 -0.19 -4.14 0.25  0.184
H15 -0.49 -6.16 0.70  0.390
C9 1.10 -4.54 -0.34  -1.017
F5 2.98 -1.15 0.28  -0.191
F6 4.22 -0.99 2.06  -0.166
N3 2.12 0.64 3.54  -0.570
C10 0.17 5.42 1.46  0.550
O7 0.40 -0.95 2.25  -0.639
C11 3.07 -1.37 1.59  0.869
H16 -1.72 -2.52 2.08  0.439
C12 0.19 3.16 0.20  0.247
O8 0.36 6.53 1.80  -0.312
C13 -0.55 -2.91 0.33  1.100

=====

Record 3
The following is a DFT calculation (ωB97M-V/def2-TZVPD) of a 2-piece molecular cluster, C5H13N6O overall.

## Properties
Orbital gap (alpha / beta)   7.064 / 5.143 eV
Relative energy (zero: lowest compared OMol25 entry of this formula, charge and spin)   298.6 kJ/mol
DFT total energy   -16374.315 eV
Highest occupied orbital energy (alpha / beta)   -10.2773 / -9.1210 eV
Net charge   +1
LUMO energy (alpha / beta)   -3.2137 / -3.9783 eV

Each line ends with the Mulliken charge.
Element x y z (Å)
H1 1.13 -0.70 0.63  0.211
H2 -4.52 1.08 -1.21  0.231
H3 3.65 1.50 0.00  0.302
H4 0.18 2.03 1.79  0.246
H5 -3.47 2.44 -1.04  0.319
C1 3.28 0.55 0.12  -0.927
C2 1.95 0.35 -0.66  -0.455
C3 -1.88 -1.34 0.34  0.365
N1 -1.45 -0.77 1.55  -0.326
H6 -2.89 -1.11 -1.43  0.279
C4 -2.67 0.71 -0.46  0.292
O1 1.06 -0.54 -0.35  -0.420
H7 4.10 -0.01 -0.39  0.291
H8 -1.57 -3.15 -0.72  0.226
H9 3.08 0.01 1.08  0.276
H10 1.69 0.91 -1.44  0.692
N2 -2.56 -0.62 -0.57  -0.143
C5 -1.19 0.64 1.22  0.492
H11 0.23 0.64 2.74  0.303
N3 0.01 1.04 1.78  -0.379
N4 -1.27 -2.51 0.01  -0.384
N5 -1.87 1.40 0.38  -0.549
H12 -0.62 -2.93 0.79  0.285
H13 -2.26 -0.78 2.20  0.269
N6 -3.61 1.37 -1.23  -0.494

=====

Record 4
The following is a DFT calculation (ωB97M-V/def2-TZVPD) of C22H37ClLaNP as an isolated structure.

## Properties
Orbital gap   6.603 eV
Relative energy (zero: lowest compared OMol25 entry of this formula, charge and spin)   0.0 kJ/mol
DFT total energy   -47579.532 eV
Highest occupied orbital energy   -3.9664 eV
Net charge   -1
LUMO energy   2.6361 eV

Each line ends with the Mulliken charge.
Element x y z (Å)
H1 -0.85 -3.06 -2.38  0.433
H2 -0.71 -2.71 0.77  0.242
C1 2.42 -2.51 -1.77  -1.014
H3 -2.10 -1.28 -0.72  0.040
C2 0.59 -0.29 3.74  -1.934
H4 1.99 -0.57 -5.40  0.485
C3 1.44 0.21 -4.88  -0.515
C4 1.02 -0.01 2.29  1.951
H5 -1.99 1.78 3.30  0.274
C5 1.09 -2.72 -1.29  -0.204
H6 -3.44 -1.45 2.81  0.536
C6 -1.07 2.06 1.32  1.728
Cl1 3.29 1.06 -1.17  -0.719
H7 -0.66 -2.48 2.55  0.241
H8 2.75 -1.27 2.37  0.593
H9 2.87 0.87 2.87  0.616
H10 0.81 -2.88 -0.26  0.645
H11 -0.70 -0.47 -5.02  0.421
H12 1.52 -0.42 4.32  0.538
H13 -0.38 2.56 3.35  0.224
C7 -2.72 -1.04 0.16  -1.597
C8 -0.28 1.50 -4.02  -0.586
H14 0.19 2.64 -0.35  0.014
H15 -2.25 1.88 -0.50  0.247
C9 0.21 -2.82 -2.42  -0.671
C10 0.95 2.20 -3.80  -0.352
H16 -2.13 -0.54 3.57  0.257
H17 0.04 0.55 4.17  0.255
C11 1.82 -1.22 1.79  -1.286
H18 3.07 1.69 -4.36  0.434
C12 2.01 1.40 -4.33  -0.693
H19 2.09 -1.09 0.73  -0.147
H20 -0.56 3.99 0.53  0.531
H21 0.86 3.16 1.21  0.291
H22 -2.12 -3.09 1.76  0.612
H23 -1.79 3.46 2.77  0.519
C13 -2.72 -0.63 2.65  -1.893
H24 0.01 -1.21 3.83  0.277
C14 -1.85 -0.98 1.43  2.021
N1 0.00 0.16 -0.35  -0.602
C15 -0.07 3.02 0.65  -1.380
C16 2.37 -2.54 -3.20  -0.444
H25 1.05 3.20 -3.38  0.412
H26 -3.24 -0.10 -0.05  0.309
C17 0.03 0.26 -4.67  -0.526
H27 -3.47 -1.83 0.29  0.495
H28 3.32 -2.42 -1.16  0.378
H29 -3.31 0.29 2.49  0.279
H30 -2.66 3.25 0.55  0.635
C18 1.99 1.18 2.28  -1.727
P1 -0.47 0.28 1.18  1.248
C19 -1.31 2.47 2.78  -1.867
H31 1.29 -2.17 1.92  0.259
La1 1.11 0.00 -2.19  1.153
C20 -2.39 2.19 0.54  -1.913
H32 0.66 -2.88 -4.61  0.440
C21 1.01 -2.74 -3.59  -0.512
H33 -3.21 1.63 1.00  0.254
C22 -1.28 -2.39 1.65  -1.991
H34 3.23 -2.53 -3.87  0.441
H35 2.34 1.40 1.26  0.111
H36 -1.28 1.90 -3.86  0.454
H37 1.58 2.08 2.76  0.282

=====

Record 5
The following is a DFT calculation (ωB97M-V/def2-TZVPD) of one molecule with the formula C7H15N3SSi.

## Properties
Orbital gap   9.113 eV
Relative energy (zero: lowest compared OMol25 entry of this formula, charge and spin)   94.3 kJ/mol
DFT total energy   -30683.690 eV
Highest occupied orbital energy   -8.3733 eV
Net charge   0
LUMO energy   0.7399 eV

Each line ends with the Mulliken charge.
Element x y z (Å)
H1 -2.71 -0.30 2.47  0.285
H2 3.81 0.63 0.78  0.340
C1 3.25 -0.20 1.13  -0.433
H3 -3.43 1.86 0.09  0.331
S1 1.44 0.17 1.23  -0.195
C2 -3.44 0.97 -0.49  -1.077
H4 -4.25 0.34 -0.32  0.366
H5 -1.28 -1.59 1.78  0.295
C3 -1.95 -1.72 -1.00  -1.101
C4 0.92 1.01 -0.17  0.509
H6 -0.95 -2.15 -1.23  0.332
H7 -0.96 0.15 2.12  0.350
H8 3.63 -0.36 2.16  0.375
H9 3.44 -1.18 -0.75  0.396
N1 0.85 2.52 -1.63  -0.022
H10 1.04 3.38 -2.18  0.272
N2 1.63 1.98 -0.71  -0.543
H11 3.25 -2.24 0.48  0.326
H12 -2.33 -2.46 -0.24  0.287
N3 -0.41 2.06 -1.56  -0.488
H13 4.73 -1.51 0.40  0.399
C5 3.72 -1.31 0.21  -1.307
Si1 -1.88 -0.04 0.03  0.555
H14 -2.47 -1.72 -1.99  0.311
C6 -0.49 1.04 -0.78  0.240
C7 -1.73 -0.54 1.83  -1.054
H15 -3.44 1.21 -1.66  0.252

=====

Record 6
The following is a DFT calculation (ωB97M-V/def2-TZVPD) of a 3-piece molecular cluster, H10N3 overall.

## Properties
Orbital gap   11.592 eV
Relative energy (zero: lowest compared OMol25 entry of this formula, charge and spin)   70.4 kJ/mol
DFT total energy   -4626.585 eV
Highest occupied orbital energy   -14.9081 eV
Net charge   +1
LUMO energy   -3.3158 eV

Each line ends with the Mulliken charge.
Element x y z (Å)
H1 -0.41 -0.84 0.42  0.391
H2 2.23 1.29 -0.60  0.289
H3 0.84 2.15 -0.57  0.258
N1 -1.52 0.01 -0.28  -0.870
H4 -2.15 -0.49 -0.78  0.274
H5 -1.03 0.65 -0.92  0.257
H6 -0.16 -1.61 1.81  0.378
H7 0.97 -0.45 1.26  0.350
H8 -2.18 0.55 0.36  0.304
H9 1.15 1.00 -1.76  0.266
H10 0.81 -2.02 0.62  0.371
N2 0.36 -1.24 1.06  -0.459
N3 1.15 1.19 -0.76  -0.809

=====

- The highest DFT total energy belongs to which entry?
  H10N3

=====

- net charge of number 5 (C7H15N3SSi)?
  0

=====

- Which of these has the lowest net charge?
  C22H37ClLaNP